{"formula": "C23H24BrCl2N4O5Zn", "method": "ωB97M-V/def2-TZVPD", "lumo_ev": 2.2, "charge": -1, "homo_lumo_gap_ev": 8.67, "homo_ev": -6.517, "symbols": ["Zn", "O", "C", "O", "C", "C", "C", "C", "C", "C", "C", "C", "C", "N", "H", "H", "H", "H", "H", "H", "Cl", "C", "Cl", "H", "H", "C", "C", "C", "C", "N", "N", "H", "H", "H", "H", "H", "H", "H", "H", "H", "H", "H", "H", "Br", "C", "C", "C", "C", "C", "C", "C", "O", "O", "H", "H", "H", "H", "O", "C", "N"], "coordinates": [[1.15195, 0.36037, 0.34764], [-0.73140, 3.41114, 2.31687], [-0.22207, 2.60581, 1.54743], [0.46237, 1.57134, 1.84115], [-0.46083, 2.81622, 0.04823], [-1.28498, 3.87422, -0.39505], [-1.59238, 3.94860, -1.71797], [-1.06694, 2.98884, -2.61727], [-1.37841, 2.97086, -3.99640], [-0.85100, 2.00811, -4.80887], [0.02064, 1.02854, -4.28317], [0.34198, 1.02041, -2.95621], [-0.21074, 1.99699, -2.09648], [0.05932, 1.93314, -0.76247], [-1.67010, 4.56034, 0.34463], [-2.25182, 4.72109, -2.09743], [-2.04645, 3.72770, -4.39090], [-1.09796, 1.99239, -5.86291], [0.43146, 0.27099, -4.93783], [1.00184, 0.27233, -2.53510], [4.04345, 1.25269, 2.95260], [5.13364, 0.55191, 1.74948], [6.69909, 0.09464, 2.45830], [5.31433, 1.28735, 0.97576], [4.66629, -0.33382, 1.33723], [0.85147, -4.63380, 2.08451], [0.69369, -3.22481, 2.64763], [1.22611, -3.16774, 4.07565], [-0.79065, -2.83411, 2.61274], [1.52341, -2.37052, 1.78278], [1.44932, -0.97467, 2.07530], [0.26893, -5.34787, 2.66954], [1.90045, -4.93148, 2.10265], [0.49987, -4.67279, 1.05105], [0.66706, -3.85247, 4.71645], [1.12963, -2.16597, 4.49951], [2.28030, -3.44888, 4.09573], [-1.38134, -3.53766, 3.20332], [-1.16205, -2.84344, 1.58633], [-0.97203, -1.84124, 3.03261], [1.17222, -2.45069, 0.83034], [2.24086, -0.70805, 2.64923], [0.60800, -0.71835, 2.58750], [-5.51561, 2.53594, -1.44076], [-4.13209, 1.23579, -1.31872], [-3.82748, 0.47037, -2.43283], [-2.79267, -0.44691, -2.34818], [-2.04971, -0.57443, -1.17989], [-2.39099, 0.18900, -0.07228], [-3.44187, 1.09515, -0.12835], [-0.87189, -1.53007, -1.16262], [-0.92159, -2.51597, -1.88947], [0.11336, -1.22106, -0.39984], [-4.38416, 0.59921, -3.35108], [-2.52805, -1.06487, -3.19600], [-1.81397, 0.09660, 0.84013], [-3.69258, 1.70337, 0.73033], [4.81915, 0.99653, -1.79713], [3.85161, 0.74793, -1.14162], [2.91204, 0.47575, -0.47584]], "lowdin_charge": [0.62, 0.03, -0.61, -0.10, -0.17, 0.01, 0.00, -0.15, -0.04, -0.08, -0.06, 0.00, -0.19, 0.14, 0.12, 0.12, 0.11, 0.10, 0.11, 0.10, 0.54, -1.03, 0.49, 0.01, 0.01, -0.05, -0.64, -0.05, -0.04, -0.04, -0.01, 0.08, 0.08, 0.09, 0.08, 0.07, 0.08, 0.08, 0.08, 0.07, 0.08, 0.04, 0.07, 0.69, -0.69, -0.13, -0.02, -0.14, -0.02, -0.12, -0.62, 0.03, -0.12, 0.10, 0.12, 0.11, 0.11, 0.02, -0.55, 0.06]}

***

{"formula": "C23H24Cl3N3OPSiV", "method": "ωB97M-V/def2-TZVPD", "lumo_ev": [-7.2, -7.3], "charge": 2, "homo_lumo_gap_ev": [7.32, 7.14], "spin_multiplicity": 3, "homo_ev": [-14.504, -14.439], "symbols": ["V", "N", "C", "C", "C", "C", "C", "C", "P", "C", "C", "C", "C", "C", "C", "C", "C", "C", "C", "C", "C", "H", "H", "H", "H", "H", "H", "H", "H", "H", "H", "H", "H", "H", "H", "H", "H", "Cl", "Si", "Cl", "Cl", "N", "C", "N", "C", "C", "O", "C", "C", "H", "H", "H", "H", "H", "H", "H", "H"], "coordinates": [[-1.26578, -0.60258, 0.20054], [-1.91087, 1.43569, -0.50494], [-1.16709, 2.05211, -1.59908], [-1.57980, 3.25375, -2.15629], [-0.82246, 3.84036, -3.15789], [0.34958, 3.23814, -3.59888], [0.76120, 2.03547, -3.05145], [-0.00684, 1.43638, -2.05536], [0.40570, -0.18200, -1.36100], [0.06472, -1.37765, -2.67714], [0.48492, -2.70029, -2.50528], [0.20433, -3.64463, -3.47780], [-0.51326, -3.27806, -4.61063], [-0.95167, -1.97151, -4.77404], [-0.66802, -1.01650, -3.80900], [2.18152, -0.14180, -1.05526], [2.63521, 0.52245, 0.08517], [3.99392, 0.69016, 0.28575], [4.89837, 0.19328, -0.64428], [4.44808, -0.47474, -1.77339], [3.08859, -0.64428, -1.98647], [-2.90566, 1.50441, -0.70663], [-1.77983, 2.00748, 0.32610], [-2.48299, 3.74259, -1.80822], [-1.14310, 4.78037, -3.58574], [0.94061, 3.70943, -4.37264], [1.67134, 1.55715, -3.39128], [1.04061, -2.97475, -1.61665], [0.54581, -4.66413, -3.35898], [-0.72418, -4.01468, -5.37477], [-1.50997, -1.69679, -5.65919], [-0.98207, 0.01009, -3.95454], [1.92183, 0.90898, 0.80531], [4.35909, 1.20577, 1.16386], [5.96010, 0.33032, -0.48849], [5.15779, -0.86510, -2.49043], [2.73893, -1.15556, -2.87311], [-3.37586, -3.21232, -2.14980], [-3.07727, -1.62224, -0.99448], [-0.61149, -2.53267, 0.76308], [-4.55087, -1.29852, 0.35330], [-1.03073, 0.28584, 1.84472], [-0.83432, 0.22731, 3.00023], [-0.61850, 0.15828, 4.25381], [-0.59939, -1.15167, 4.95060], [-1.58935, -1.08858, 6.11131], [-1.27735, -0.00567, 6.95996], [-1.39871, 1.23331, 6.29615], [-0.40212, 1.32002, 5.14065], [0.40836, -1.30090, 5.34089], [-0.84539, -1.95044, 4.25330], [-1.51902, -1.99726, 6.70485], [-2.61070, -0.98593, 5.72097], [-1.18261, 2.01117, 7.02482], [-2.42000, 1.36339, 5.91487], [0.61244, 1.24779, 5.53542], [-0.51576, 2.24971, 4.58750]], "lowdin_charge": [0.06, -0.01, -0.29, -0.01, -0.03, -0.03, -0.05, -0.30, 1.01, -0.39, -0.12, -0.05, -0.05, -0.06, -0.09, -0.35, -0.09, -0.06, -0.04, -0.04, -0.07, 0.10, 0.10, 0.13, 0.12, 0.12, 0.12, 0.10, 0.12, 0.12, 0.12, 0.11, 0.10, 0.12, 0.12, 0.12, 0.11, 0.40, -0.14, 0.22, 0.34, 0.05, -0.15, -0.04, -0.06, -0.17, -0.10, -0.17, -0.06, 0.15, 0.13, 0.14, 0.14, 0.14, 0.14, 0.14, 0.14]}

***

ΔE to the lowest compared entry with this formula, charge and spin per entry: 0.00; 12.80 kcal per mole
Strongest force on any atom per entry: 0.3; 2.2 eV/A
Calculated total energy per entry: -183950.9650; -111168.6479 eV